ORCA calculation (ωB97M-V/def2-TZVPD) on a molecular structure, C36H40BNP2Re in a non-equilibrium geometry.

Last column: Mulliken spin population.
Element x y z (Å)
Re -0.40729 -1.54792 -1.11566  1.8833
P -1.04015 2.52403 0.68980  -0.0636
P 1.39315 -0.80663 1.12055  0.0154
N 0.76178 -0.19434 2.64474  -0.0054
C -2.55374 -1.81118 -3.00347  0.0540
C -5.21644 1.88086 -0.90262  0.0076
C 1.41180 -3.59498 0.65861  0.1118
C 0.86951 -4.85980 0.74749  -0.0173
C 3.72522 -1.42886 2.38825  0.0018
C 1.15470 0.64246 0.12441  0.1958
C -1.15190 6.60304 0.22917  0.0018
C -2.97218 2.70386 -1.33232  0.0055
C 0.57459 -2.41353 0.87826  0.1272
C -0.50722 -3.15502 -2.24601  0.0900
C 0.21079 6.91130 0.30178  -0.0004
C -1.86570 -0.74542 -2.20571  -0.0075
C -0.52596 -0.24561 -2.58953  -0.0573
C 0.78697 -2.45154 -2.36864  -0.0778
C -4.73419 1.06724 0.13196  0.0032
C -1.22440 -3.94743 1.56479  -0.0131
C -3.36784 1.06343 0.41948  0.0028
C 0.15627 -0.60341 -3.91843  0.0202
C 3.98633 -1.30943 -0.03877  0.0409
C 1.05728 -0.33596 3.80133  0.0287
C -0.47158 -5.04486 1.13097  0.0588
C 1.15637 5.89047 0.45751  0.0052
C 3.16754 -1.16991 1.11868  -0.0616
C -0.63058 4.25666 0.40104  0.0208
C 0.73601 4.56685 0.50484  0.0136
C -4.33389 2.66667 -1.66061  0.0020
C 5.08229 -1.72873 2.52375  -0.0018
C -1.17339 2.36752 2.45702  0.0198
C 0.26386 1.65425 -0.16721  0.4905
C 5.36194 -1.56975 0.12060  0.0068
C -1.67269 -3.04788 -3.21310  0.0080
C -1.58874 5.27555 0.28333  -0.0017
C 5.90198 -1.79608 1.39545  0.0042
C -2.54708 2.04756 -0.15986  0.0346
C -0.70853 -2.65006 1.50309  0.0855
C 1.17047 -1.74077 -3.66092  0.0359
B 1.47656 -0.73049 5.15011  -0.0020
H 3.10203 -1.39486 3.28736  -0.0010
H -0.42602 0.82273 -2.40826  0.0490
H 2.59053 -0.27233 5.33162  0.0026
H -0.89379 -6.05029 1.16247  -0.0010
H -5.41924 0.46986 0.73605  -0.0003
H 0.54266 7.94870 0.25365  -0.0001
H 5.46389 -1.87427 3.53208  -0.0001
H 1.42869 -1.93782 5.02302  -0.0006
H -3.40933 -2.09660 -2.37851  -0.0037
H -0.44259 -4.15045 -1.81975  -0.0218
H -2.95392 0.35522 1.14634  -0.0058
H -1.89355 3.15237 2.70646  -0.0005
H -6.28958 1.91438 -1.11844  0.0004
H 1.50944 -5.72346 0.57194  0.0003
H 0.71731 0.30327 -4.21588  -0.0031
H 0.60767 -0.31330 5.86734  0.0019
H 1.46788 3.76522 0.65175  0.0090
H 2.18645 0.79294 -0.26387  0.0479
H 0.47590 2.14729 -1.15248  -0.0347
H -2.65312 5.02502 0.27062  0.0012
H -1.55749 1.41537 2.84862  0.0000
H -2.26769 3.27273 -1.93379  -0.0029
H -0.20073 2.55781 2.91301  -0.0042
H 2.47659 -3.44167 0.46779  0.0030
H 1.24908 -2.44642 -4.50060  -0.0032
H 1.64420 -2.89287 -1.82150  -0.0002
H 6.97119 -2.00866 1.51444  0.0004
H -2.94227 -1.41001 -3.95441  -0.0008
H -2.52477 0.03453 -1.81426  -0.0905
H -1.37926 -3.14793 -4.26376  -0.0030
H 3.59717 -1.21744 -1.05934  0.0118
H -2.32946 -3.91035 -3.01379  -0.0021
H -2.22259 -4.10809 1.99024  0.0007
H 2.17311 -1.29533 -3.55284  -0.0055
H 2.21710 6.11281 0.56849  0.0003
H -1.20711 -1.86711 2.08109  -0.0098
H -0.54398 -0.83413 -4.74283  0.0000
H -1.88768 7.40246 0.15291  0.0002
H 6.01495 -1.59053 -0.75500  0.0002
H -4.70361 3.29902 -2.47212  -0.0001

Results
E_LUMO (alpha / beta) in eV: -6.932 / -7.053
Electronic energy in hartree: -2235.567640
<S²>: 3.782
Net charge: +2
Frontier orbital gap (alpha / beta) in eV: 5.1 / 7.3
Multiplicity: 4
Energy relative to the best compared isomer or geometry (same formula, charge and spin) in kJ/mol: 0.0
F_max in eV Å⁻¹: 5.9


ORCA calculation (ωB97M-V/def2-TZVPD) on a molecular structure, C36H40BrClGeN3O4PdS.

Last column: Mulliken spin population.
Element x y z (Å)
Pd -0.78148 0.31688 -1.49443  1.5986
Br 1.40050 1.25181 -2.92455  0.0912
Ge 2.09683 -0.61353 0.98235  0.6109
Cl -4.00146 -6.40305 -1.56024  0.1195
S -0.27864 1.83719 1.47639  0.0080
O 0.00569 0.24161 1.62671  0.0937
O -1.19581 2.26854 2.47704  0.0018
O -2.58072 -0.85335 -1.02180  0.3339
O 0.15744 -1.76944 -1.03826  0.0432
N -0.49978 -0.55988 -3.63666  0.0807
N -1.87023 1.94234 -2.40545  0.1840
N -0.63404 1.93688 -0.01224  0.0180
C 1.65459 2.84923 3.05936  0.0077
C 2.87059 -2.42800 1.02259  0.0894
C -1.75044 3.14624 -1.77128  -0.0029
C -1.22544 -1.33236 -4.45785  0.0011
C -0.93876 4.40839 0.10115  -0.0011
C -1.82646 -3.11528 -1.26568  0.0825
C -0.47920 -0.41138 2.90067  0.0086
C -3.03931 2.99786 -4.19977  0.0108
C -2.84114 -2.07103 -1.15062  0.0909
C 3.72528 3.78114 2.20886  0.0021
C -2.21108 -4.42476 -1.40039  0.0806
C 2.07972 2.90067 0.66644  -0.0226
C 0.70553 0.28671 -5.53570  0.0028
C -2.10302 5.55777 -1.67254  -0.0015
C -1.57743 -4.04195 2.02155  0.0138
C 1.26816 2.56623 1.75097  -0.0342
C -0.06700 -0.50692 -6.37301  -0.0034
C -1.44674 5.59185 -0.47814  0.0036
C -0.38800 -2.85648 -1.19524  -0.0077
C 2.52168 -2.76252 3.51386  -0.0073
C -2.26540 4.32378 -2.34618  0.0097
C 3.52325 -2.57953 2.38641  0.0395
C 3.18923 -2.94081 4.87000  -0.0009
C -3.57997 -4.78562 -1.42494  0.2601
C 5.04990 4.43718 2.45457  -0.0002
C -1.04060 -1.33335 -5.82715  0.0062
C 3.30322 3.49894 0.90564  0.0028
C -0.62403 -2.86504 2.18566  0.0031
C -2.49431 1.87461 -3.56174  -0.0191
C -2.91917 4.21557 -3.59402  -0.0073
C 0.42996 0.20377 -4.18831  0.0132
C -1.09646 3.20001 -0.51781  -0.0170
C -4.23125 -2.48753 -1.18370  0.1680
C -4.58355 -3.79337 -1.32128  -0.0697
C -1.36085 -1.58771 2.56990  -0.0117
C 2.88507 3.44609 3.27356  0.0112
H 1.48272 0.93340 -5.91438  0.0009
H -2.05639 -1.28736 1.78041  0.0005
H 5.06853 4.94957 3.41353  0.0000
H 2.74355 0.15402 2.15173  0.0397
H -2.58784 0.89467 -4.01025  0.0023
H 1.73175 2.73245 -0.34324  0.0164
H -1.46700 -5.20835 -1.47833  -0.0035
H 0.10710 -3.10528 2.96148  -0.0019
H -1.97278 -1.96176 -3.99149  -0.0032
H -5.62253 -4.09217 -1.35193  0.0021
H 0.24791 -3.75200 -1.28305  -0.0003
H 5.84214 3.68550 2.46593  0.0001
H -3.53660 2.88356 -5.15140  0.0003
H -1.64962 -1.96795 -6.45432  0.0006
H 1.86245 -1.87700 3.54291  0.0009
H 1.88055 -3.61978 3.29063  0.0044
H -2.34744 -3.83376 1.27608  0.0000
H -1.02437 0.34238 3.45748  0.0040
H 3.80988 -3.83628 4.87731  0.0010
H 2.09202 -3.15726 0.80198  0.0041
H -0.43618 4.48182 1.05711  -0.0008
H 4.20033 -3.44034 2.32635  0.0261
H -2.50411 6.45929 -2.11532  0.0000
H -1.31018 6.52838 0.04323  0.0000
H -3.32675 5.10657 -4.05525  0.0000
H 3.57831 -2.39323 0.18665  0.0054
H -1.05060 -4.94900 1.72758  -0.0009
H -4.97504 -1.70751 -1.09291  -0.0003
H -1.96369 -1.77415 3.46331  0.0011
H 0.42330 -0.68295 3.44820  0.0056
H 3.19340 3.67531 4.28513  0.0008
H 4.17968 -1.72901 2.60370  0.0022
H 2.45154 -3.04501 5.66335  0.0012
H 5.28872 5.15059 1.66808  -0.0001
H 1.00018 2.62129 3.88940  -0.0004
H 3.93524 3.77864 0.07255  0.0006
H 3.82582 -2.08944 5.11246  -0.0008
H -2.08673 -4.25124 2.96171  -0.0001
H 0.09381 -0.47652 -7.44222  -0.0001
H -0.05597 -2.69851 1.26108  0.0072

Results
E_LUMO (alpha / beta) in eV: -8.724 / -10.544
Electronic energy in hartree: -7497.179229
<S²>: 6.039
Net charge: +3
Frontier orbital gap (alpha / beta) in eV: 6.9 / 5.0
Multiplicity: 5
Energy relative to the best compared isomer or geometry (same formula, charge and spin) in kJ/mol: 62.8
F_max in eV Å⁻¹: 0.8